Computed, not measured: a 8-piece molecular cluster, C39H38O19 overall at a distorted geometry, with the ωB97M-V functional and the def2-TZVPD basis.

Cartesian coordinates (Å):
O1 -0.4264 -4.4266 -2.0315
C1 0.3230 -3.9478 -2.9356
C2 0.5981 -4.6940 -4.2320
C3 1.4299 -4.2672 -5.2340
C4 2.1652 -2.9759 -5.1303
O2 2.9087 -2.4655 -5.9649
C5 1.8711 -2.2395 -3.9001
C6 1.0163 -2.6764 -2.9300
H1 -0.0737 -5.5314 -4.3498
H2 1.6112 -4.8354 -6.1344
H3 2.3440 -1.2734 -3.8027
H4 0.8794 -1.9583 -2.1350
O3 -8.7854 -0.2861 -0.1390
C7 -7.6073 -0.0283 -0.2513
C8 -6.7206 -0.8851 -1.0041
C9 -5.4682 -0.5156 -1.3270
C10 -4.7998 0.7315 -1.0369
O4 -3.7098 1.0247 -1.4348
C11 -5.6519 1.5842 -0.1492
C12 -6.9321 1.2190 0.1762
H5 -7.0562 -1.8952 -1.1869
H6 -4.9694 -1.3346 -1.8238
H7 -5.2415 2.5338 0.1611
H8 -7.5885 1.9066 0.6889
O5 -4.5298 -4.2528 -0.9793
C13 -3.9672 -4.1363 0.1244
C14 -3.2341 -2.9387 0.6204
C15 -2.5612 -2.8933 1.7646
C16 -2.4428 -4.0873 2.6556
O6 -1.8208 -4.0472 3.7118
C17 -3.2214 -5.2401 2.2140
C18 -3.9232 -5.2766 1.0846
H9 -3.2992 -2.0664 -0.0132
H10 -1.9909 -2.0440 2.1108
H11 -3.2719 -6.1643 2.7705
H12 -4.4423 -6.1581 0.7385
O7 -3.0157 -0.2004 3.6269
C19 -2.4325 0.8829 3.3390
C20 -1.2963 1.5311 4.1218
C21 -0.5703 2.5738 3.6928
C22 -0.8341 3.2926 2.4828
O8 -0.0377 4.1067 2.0332
C23 -2.0652 2.7882 1.8293
C24 -2.8157 1.6975 2.1485
H13 -1.0558 1.0758 5.0711
H14 0.0487 3.0700 4.4256
H15 -2.5184 3.3113 1.0003
H16 -3.7405 1.4487 1.6492
O9 2.9476 -0.1525 -0.6747
C25 3.2768 1.0179 -0.4955
C26 4.4481 1.5128 -1.1354
C27 4.8285 2.8043 -1.1813
C28 4.1581 3.9106 -0.4403
O10 4.6360 5.0674 -0.6273
C29 2.9428 3.4591 0.2423
C30 2.5523 2.0987 0.2098
H17 5.0228 0.8183 -1.7301
H18 5.7266 2.9518 -1.7627
H19 2.3067 4.1351 0.7943
H20 1.7253 1.9081 0.8777
C31 4.0911 -0.0582 2.9102
O11 5.1452 0.3888 3.7963
C32 6.1595 1.1219 3.4510
O12 6.9694 1.4073 4.3246
O13 6.2528 1.3569 2.1469
C33 7.3023 2.1972 1.7227
H21 3.5421 0.6835 2.3302
H22 3.2753 -0.5770 3.4136
H23 4.4884 -0.7000 2.1239
H24 8.2465 1.6829 1.5436
H25 7.6650 2.8231 2.5381
H26 6.9664 2.7950 0.8755
C34 -0.0413 5.1460 -1.1940
O14 0.4723 4.3866 -2.2699
C35 0.0403 3.1600 -2.4133
O15 -0.7796 2.5632 -1.6804
O16 0.5043 2.7325 -3.5583
C36 0.2335 1.4523 -4.0165
H27 0.5990 6.0182 -1.0620
H28 -0.3147 4.6572 -0.2589
H29 -0.9442 5.6121 -1.5884
H30 -0.1290 0.7623 -3.2545
H31 1.1951 1.0481 -4.3330
H32 -0.4638 1.2564 -4.8311
C37 1.0173 -3.6582 0.8925
O17 1.3544 -2.5169 1.7649
C38 0.8555 -1.2739 1.5406
O18 0.9369 -0.4497 2.3893
O19 0.1246 -1.2424 0.3730
C39 -0.6297 -0.1246 0.0887
H33 -0.0196 -3.6673 0.5568
H34 1.3053 -4.5780 1.4015
H35 1.5069 -3.7203 -0.0794
H36 -1.2750 -0.1629 -0.7889
H37 -0.0995 0.8192 -0.0395
H38 -1.2026 0.0902 0.9908

Output
- charge = 0
- HOMO-LUMO gap (eV) = 7.993
- LUMO (Eh) = -0.0855
- HOMO (eV) = -10.32